i.
CH3IOS2 | the ωB97M-V functional and the def2-TZVPD basis

Geometry as XYZ:
```
8
CH3IOS2 (the ωB97M-V functional and the def2-TZVPD basis)
C -1.25 0.30 -0.18
O -0.08 -0.08 -0.91
S 0.74 -1.36 -0.32
S 1.90 -0.68 1.08
I 3.36 0.95 0.11
H -2.02 -0.58 -0.01
H -1.62 1.14 -0.73
H -1.03 0.31 0.95
```

Calculated values
**SMILES string**: COSSI
**Kohn-Sham gap**: 8.054 eV
**LUMO energy**: -0.79 eV

***

ii.
CH3IOS2 | the ωB97M-V functional and the def2-TZVPD basis

Geometry as XYZ:
```
8
CH3IOS2 (the ωB97M-V functional and the def2-TZVPD basis)
C -1.49 1.11 -1.39
O -0.16 1.23 0.79
S 2.71 -1.59 1.40
S -1.50 1.53 0.17
I 1.70 -3.72 1.62
H -0.66 0.72 -1.93
H -2.32 1.40 -1.85
H 1.72 -0.67 1.21
```

Calculated values
**Kohn-Sham gap**: 8.169 eV
**LUMO energy**: -0.60 eV

***

The calculated energies rank the structures as follows, beginning with the most stable: i, ii.

***

i.
C2H8S4 | the ωB97M-V functional and the def2-TZVPD basis

Geometry as XYZ:
```
14
C2H8S4 (the ωB97M-V functional and the def2-TZVPD basis)
S 0.73 3.62 1.71
S 1.60 4.37 -0.01
C 1.58 6.15 0.27
H -0.56 4.00 1.56
H 2.15 6.48 1.16
H 0.52 6.42 0.41
H 1.98 6.68 -0.61
S -2.18 -0.76 -3.74
S -3.42 0.66 -4.71
C -3.14 2.04 -3.58
H -1.04 -0.49 -4.42
H -4.03 1.89 -2.95
H -3.14 3.08 -3.95
H -2.23 1.89 -2.97
```

Calculated values
**SMILES string**: CSS.CSS
**Kohn-Sham gap**: 9.428 eV
**LUMO energy**: 0.39 eV

***

ii.
C2H8S4 | the ωB97M-V functional and the def2-TZVPD basis

Geometry as XYZ:
```
14
C2H8S4 (the ωB97M-V functional and the def2-TZVPD basis)
C 0.86 1.55 0.94
S 0.53 2.62 -0.46
S -0.95 3.82 0.36
H -0.05 1.01 1.20
H 1.26 2.04 1.82
H 1.57 0.80 0.56
H -1.97 3.21 -0.26
C -0.57 -1.56 -1.35
S -0.64 -3.23 -0.67
S 0.21 -2.95 1.18
H 0.12 -1.50 -2.19
H -0.13 -0.93 -0.58
H -1.57 -1.20 -1.55
H 1.33 -3.67 1.01
```

Calculated values
**SMILES string**: CSS.CSS
**Kohn-Sham gap**: 9.392 eV
**LUMO energy**: 0.47 eV

***

The calculated energies rank the structures as follows, beginning with the most stable: ii, i.

***

i.
C4H2O2 | the ωB97M-V functional and the def2-TZVPD basis

Geometry as XYZ:
```
8
C4H2O2 (the ωB97M-V functional and the def2-TZVPD basis)
O 0.95 -2.68 0.60
C 0.63 -1.94 -0.30
C 0.19 -0.57 -0.08
C -0.18 0.57 0.09
C -0.63 1.94 0.30
O 0.09 2.90 0.19
H 0.65 -2.26 -1.36
H -1.70 2.03 0.56
```

Calculated values
**SMILES string**: O=CC#CC=O
**Kohn-Sham gap**: 10.469 eV
**LUMO energy**: -0.54 eV

***

ii.
C4H2O2 | the ωB97M-V functional and the def2-TZVPD basis

Geometry as XYZ:
```
8
C4H2O2 (the ωB97M-V functional and the def2-TZVPD basis)
O 1.95 -0.62 1.75
C 1.62 0.39 1.17
C 0.42 0.39 0.35
C -0.52 0.13 -0.37
C -1.61 -0.40 -1.17
O -2.67 0.17 -1.32
H 2.21 1.32 1.22
H -1.40 -1.39 -1.61
```

Calculated values
**SMILES string**: O=CC#CC=O
**Kohn-Sham gap**: 9.973 eV
**LUMO energy**: -1.01 eV

***

The calculated energies rank the structures as follows, beginning with the most stable: i, ii.

***

i.
C4H2O2 | the ωB97M-V functional and the def2-TZVPD basis

Geometry as XYZ:
```
8
C4H2O2 (the ωB97M-V functional and the def2-TZVPD basis)
O -0.34 -0.21 1.99
C 0.02 -0.98 1.14
C -0.14 -0.69 -0.35
O -0.31 -1.61 -1.12
C -0.06 0.71 -0.74
C 0.11 1.87 -1.01
H 0.46 -1.97 1.36
H 0.25 2.90 -1.26
```

Calculated values
**SMILES string**: C#CC(=O)C=O
**Kohn-Sham gap**: 9.356 eV
**LUMO energy**: -1.01 eV

***

ii.
C4H2O2 | the ωB97M-V functional and the def2-TZVPD basis

Geometry as XYZ:
```
8
C4H2O2 (the ωB97M-V functional and the def2-TZVPD basis)
O -1.29 -1.46 0.84
C -1.38 -0.47 0.17
C -0.37 0.68 0.31
O -0.74 1.76 0.69
C 0.98 0.32 -0.06
C 2.03 -0.09 -0.50
H -2.18 -0.28 -0.57
H 2.96 -0.46 -0.87
```

Calculated values
**SMILES string**: C#CC(=O)C=O
**Kohn-Sham gap**: 9.522 eV
**LUMO energy**: -0.68 eV

***

The calculated energies rank the structures as follows, beginning with the most stable: i, ii.

***

i.
C11H12N | the ωB97M-V functional and the def2-TZVPD basis

Geometry as XYZ:
```
24
C11H12N (the ωB97M-V functional and the def2-TZVPD basis)
C -0.61 -0.98 -0.32
C 0.78 -0.81 -0.95
C -1.16 0.29 0.49
C 1.48 0.23 -0.29
C -2.36 0.74 0.13
C -1.27 -2.18 -0.27
C 0.97 -1.28 -2.19
C -0.14 0.86 1.43
C 2.25 1.14 -0.89
C -3.59 1.14 -0.15
C 2.26 0.27 1.88
N 1.27 0.43 1.02
H -2.29 -2.24 0.22
H -0.95 -3.09 -0.63
H 1.99 -1.12 -2.81
H 0.19 -1.80 -2.62
H -0.19 1.93 1.53
H -0.43 0.54 2.39
H 2.44 2.11 -0.56
H 2.50 0.96 -1.93
H -4.30 0.60 0.43
H -3.88 1.93 -0.70
H 1.90 0.48 2.86
H 3.17 -0.14 1.90
```

Calculated values
**Total charge**: +1
**SMILES string**: C=C=C1C[N+](=C)C(=C)C(=C)C1=C
**Kohn-Sham gap**: 7.206 eV
**LUMO energy**: -5.15 eV

***

ii.
C11H12N | the ωB97M-V functional and the def2-TZVPD basis

Geometry as XYZ:
```
24
C11H12N (the ωB97M-V functional and the def2-TZVPD basis)
C -2.44 -1.32 -1.25
C -2.84 -0.38 -0.33
C -1.14 -1.31 -1.69
C -1.86 0.42 0.25
C -0.24 -0.40 -1.21
C 1.43 -0.09 3.68
C 2.50 -0.56 3.52
C 1.94 -0.83 -2.47
C 1.09 0.04 -1.80
C 0.37 2.33 0.90
C 0.33 1.02 0.59
N -0.66 0.34 -0.19
H -3.03 -2.18 -1.49
H -3.86 -0.19 -0.10
H -0.81 -2.05 -2.43
H -2.09 1.01 1.02
H 0.43 0.31 3.91
H 3.37 -0.97 3.07
H 2.92 -0.61 -2.89
H 1.70 -1.85 -2.60
H 1.15 1.10 -1.75
H -0.24 3.10 0.46
H 1.13 2.71 1.52
H 0.84 0.36 1.28
```

Calculated values
**Total charge**: +1
**Kohn-Sham gap**: 9.026 eV
**LUMO energy**: -4.41 eV

***

iii.
C11H12N | the ωB97M-V functional and the def2-TZVPD basis

Geometry as XYZ:
```
24
C11H12N (the ωB97M-V functional and the def2-TZVPD basis)
C -4.10 -0.47 0.04
C -2.99 -0.15 -0.31
C 3.48 -0.17 -0.45
C 2.66 -1.24 -0.61
C 2.90 1.06 -0.17
C 1.29 -1.14 -0.43
C 1.56 1.20 0.06
C 0.78 0.04 0.02
C -1.37 0.75 -1.85
C -1.75 0.25 -0.71
C -0.73 0.19 0.47
N -1.01 -1.00 1.35
H -5.23 -0.55 0.14
H 4.56 -0.24 -0.18
H 2.92 -2.27 -0.88
H 3.71 1.74 -0.02
H 0.66 -2.02 -0.46
H 1.05 2.17 0.36
H -0.27 1.07 -2.13
H -2.15 0.84 -2.65
H -0.84 1.10 1.12
H -1.01 -1.98 0.98
H -2.06 -0.99 1.77
H -0.29 -1.12 2.05
```

Calculated values
**Total charge**: +1
**SMILES string**: C#CC(=C)[C@@H]([NH3+])c1ccccc1
**Kohn-Sham gap**: 9.692 eV
**LUMO energy**: -3.35 eV

***

The calculated energies rank the structures as follows, beginning with the most stable: iii, ii, i.

***

i.
C38H39BrGaN5O2P | the ωB97M-V functional and the def2-TZVPD basis

Geometry as XYZ:
```
87
C38H39BrGaN5O2P (the ωB97M-V functional and the def2-TZVPD basis)
Ga 0.37 -0.19 -0.09
C 1.82 0.44 3.22
N 0.93 -0.46 2.49
C -0.39 -0.45 3.11
C 1.46 -1.83 2.53
C 1.19 -2.67 1.31
C 1.47 -4.03 1.37
C 1.36 -4.83 0.25
C 0.96 -4.28 -0.96
C 0.66 -2.93 -1.02
C 0.75 -2.13 0.11
H 1.90 0.13 4.28
H 1.42 1.45 3.19
H 2.81 0.43 2.78
H -0.32 -0.65 4.19
H -1.01 -1.21 2.65
H -0.86 0.53 2.98
H 1.06 -2.34 3.41
H 2.54 -1.78 2.66
H 1.81 -4.46 2.31
H 1.59 -5.89 0.32
H 0.90 -4.90 -1.85
H 0.34 -2.50 -1.97
N 0.73 2.90 1.17
P 1.86 2.11 0.12
C 2.11 3.45 -1.12
C 1.77 3.26 -2.45
C 2.00 4.26 -3.39
C 2.55 5.46 -2.99
C 2.87 5.67 -1.65
C 2.66 4.67 -0.72
C 3.44 2.25 0.99
C 3.65 3.00 2.15
C 4.92 3.07 2.70
C 5.98 2.41 2.09
C 5.77 1.66 0.94
C 4.50 1.58 0.39
C -0.60 2.68 0.90
C -1.56 3.64 1.21
C -2.87 3.43 0.84
C -3.21 2.28 0.13
C -2.22 1.36 -0.11
N -0.95 1.52 0.32
H 0.95 3.85 1.43
H 1.31 2.34 -2.76
H 1.75 4.09 -4.43
H 2.72 6.25 -3.71
H 3.29 6.62 -1.34
H 2.95 4.83 0.31
H 2.83 3.49 2.65
H 5.08 3.64 3.60
H 6.97 2.46 2.53
H 6.59 1.13 0.48
H 4.33 1.00 -0.51
H -1.26 4.55 1.72
H -3.62 4.18 1.08
H -4.21 2.11 -0.23
H -2.41 0.44 -0.64
Br 3.74 0.39 -4.12
C 1.98 0.40 -4.81
C 1.87 0.67 -6.17
C 0.62 0.74 -6.77
C -0.53 0.53 -6.02
C -0.42 0.27 -4.67
C 0.82 0.21 -4.03
C 0.80 0.01 -2.55
O 1.82 -0.15 -1.86
O -0.35 0.06 -1.97
H 2.77 0.83 -6.75
H 0.56 0.96 -7.82
H -1.50 0.57 -6.49
H -1.30 0.13 -4.06
C -5.10 -1.65 3.04
C -4.18 -1.94 1.90
C -4.13 -2.96 0.99
C -3.05 -2.66 0.13
N -2.46 -1.53 0.50
N -3.17 -1.11 1.58
C -2.63 -3.42 -1.08
H -5.75 -2.51 3.22
H -5.72 -0.78 2.84
H -4.53 -1.45 3.95
H -4.77 -3.82 0.93
H -2.97 -0.22 2.00
H -3.51 -3.75 -1.63
H -2.05 -4.30 -0.80
H -2.02 -2.79 -1.72
```

Calculated values
**Total charge**: +1
**Kohn-Sham gap**: 8.680 eV
**LUMO energy**: -2.44 eV

***

ii.
C38H39BrGaN5O2P | the ωB97M-V functional and the def2-TZVPD basis

Geometry as XYZ:
```
87
C38H39BrGaN5O2P (the ωB97M-V functional and the def2-TZVPD basis)
Ga 0.59 -0.73 0.72
C 3.12 0.40 2.09
N 2.77 -0.90 1.49
C 3.81 -1.26 0.52
C 2.71 -1.91 2.56
C 1.34 -2.00 3.19
C 1.20 -2.55 4.46
C -0.06 -2.73 5.01
C -1.18 -2.38 4.27
C -1.03 -1.83 3.01
C 0.23 -1.60 2.46
H 4.13 0.36 2.50
H 2.42 0.64 2.89
H 3.07 1.18 1.34
H 4.77 -1.43 1.03
H 3.95 -0.44 -0.19
H 3.53 -2.15 -0.04
H 3.49 -1.71 3.31
H 2.96 -2.88 2.11
H 2.08 -2.83 5.03
H -0.16 -3.15 6.00
H -2.17 -2.54 4.68
H -1.93 -1.56 2.45
N -1.49 -1.53 -1.68
P -1.64 -0.31 -0.53
C -3.23 -0.52 0.31
C -3.46 0.25 1.45
C -4.64 0.10 2.16
C -5.58 -0.84 1.75
C -5.34 -1.63 0.64
C -4.16 -1.47 -0.08
C -1.85 1.17 -1.57
C -1.06 1.29 -2.71
C -1.09 2.44 -3.48
C -1.93 3.49 -3.11
C -2.73 3.37 -1.98
C -2.69 2.22 -1.21
C -0.66 -2.63 -1.48
C -0.68 -3.71 -2.36
C 0.13 -4.79 -2.10
C 0.93 -4.79 -0.96
C 0.90 -3.68 -0.15
N 0.14 -2.61 -0.41
H -2.04 -1.54 -2.52
H -2.72 0.96 1.78
H -4.83 0.71 3.03
H -6.50 -0.96 2.31
H -6.07 -2.37 0.33
H -3.97 -2.10 -0.95
H -0.42 0.47 -3.02
H -0.47 2.52 -4.36
H -1.97 4.39 -3.71
H -3.40 4.17 -1.71
H -3.33 2.14 -0.34
H -1.33 -3.69 -3.22
H 0.13 -5.64 -2.77
H 1.56 -5.63 -0.71
H 1.50 -3.62 0.75
Br 0.97 -1.36 -4.90
C 1.86 0.23 -4.38
C 2.13 1.17 -5.36
C 2.73 2.37 -5.01
C 3.05 2.64 -3.69
C 2.76 1.70 -2.72
C 2.17 0.48 -3.04
C 1.92 -0.52 -1.95
O 2.26 -1.68 -2.04
O 1.35 0.03 -0.90
H 1.87 0.96 -6.39
H 2.95 3.10 -5.79
H 3.53 3.57 -3.42
H 3.02 1.89 -1.68
C 0.35 4.69 -0.22
C 0.26 3.52 0.70
C -0.09 3.43 2.03
C 0.01 2.07 2.36
N 0.39 1.37 1.29
N 0.54 2.28 0.30
C -0.26 1.45 3.70
H 0.73 5.56 0.30
H -0.64 4.93 -0.62
H 1.00 4.47 -1.07
H -0.36 4.23 2.70
H 0.81 1.93 -0.62
H -0.15 2.20 4.47
H 0.42 0.62 3.91
H -1.27 1.04 3.75
```

Calculated values
**Total charge**: +1
**Kohn-Sham gap**: 9.292 eV
**LUMO energy**: -1.85 eV

***

The calculated energies rank the structures as follows, beginning with the most stable: ii, i.

***

i.
H4O3Si | the ωB97M-V functional and the def2-TZVPD basis

Geometry as XYZ:
```
8
H4O3Si (the ωB97M-V functional and the def2-TZVPD basis)
O 0.72 1.45 -0.30
O 1.04 -1.12 0.36
O -1.15 -0.54 -1.08
Si -0.04 0.08 0.04
H 1.63 1.52 -0.46
H 0.75 -1.97 -0.01
H -0.61 -1.04 -1.67
H -0.83 -0.09 1.27
```

Calculated values
**SMILES string**: O[SiH](O)O
**Kohn-Sham gap**: 11.653 eV
**LUMO energy**: 0.43 eV

***

ii.
H4O3Si | the ωB97M-V functional and the def2-TZVPD basis

Geometry as XYZ:
```
8
H4O3Si (the ωB97M-V functional and the def2-TZVPD basis)
O 0.86 1.11 -0.70
O 0.43 -1.26 0.49
O -1.66 0.00 -0.57
Si -0.20 0.17 0.11
H 1.68 0.64 -1.16
H 1.36 -1.33 0.57
H -2.46 -0.49 -0.29
H 0.00 1.17 1.55
```

Calculated values
**SMILES string**: O[SiH](O)O
**Kohn-Sham gap**: 10.505 eV
**LUMO energy**: 0.38 eV

***

The calculated energies rank the structures as follows, beginning with the most stable: i, ii.

***

i.
H4O3Si | the ωB97M-V functional and the def2-TZVPD basis

Geometry as XYZ:
```
8
H4O3Si (the ωB97M-V functional and the def2-TZVPD basis)
O 1.49 -0.65 -0.90
O -0.27 0.76 0.60
O -2.11 -1.31 -0.88
Si 1.17 0.33 0.30
H 1.93 -1.54 -0.78
H -1.41 -0.70 -0.53
H -2.66 -0.93 -1.61
H 2.44 0.40 0.96
```

Calculated values
**SMILES string**: O=[SiH]O.O
**Kohn-Sham gap**: 10.474 eV
**LUMO energy**: -0.15 eV

***

ii.
H4O3Si | the ωB97M-V functional and the def2-TZVPD basis

Geometry as XYZ:
```
8
H4O3Si (the ωB97M-V functional and the def2-TZVPD basis)
O -1.59 0.12 -0.83
O 0.21 -1.60 0.11
O 1.26 0.98 1.04
Si -0.09 -0.50 -0.85
H -2.27 -0.18 -0.30
H 1.78 0.27 1.42
H 0.53 1.01 1.63
H 0.17 -0.11 -2.21
```

Calculated values
**SMILES string**: O=[SiH]O.O
**Kohn-Sham gap**: 10.912 eV
**LUMO energy**: 0.31 eV

***

The calculated energies rank the structures as follows, beginning with the most stable: ii, i.